No. 1
Entry from the OMol25 dataset: 2 unconnected molecules or ions with the total composition C6H15N3 at a distorted geometry (wB97M-V/def2-TZVPD).

Structure (XYZ):
```
24
Properties=species:S:1:pos:R:3
C -0.07003 2.26685 0.81022
C 0.99375 1.31350 0.36834
N 2.19890 1.85379 0.06264
N 0.77403 0.04438 0.26793
N 1.93885 -0.71508 -0.12834
H -0.75773 1.79126 1.49891
H 0.38390 3.12827 1.29806
H -0.62942 2.62114 -0.05721
H 2.88794 1.20926 -0.29657
H 2.31995 2.84819 0.00243
H 2.07546 -1.40965 0.60209
H 1.62756 -1.22970 -0.95712
C -0.60955 -1.10137 -1.75926
C -0.81583 -0.97774 -0.37697
C -2.00896 -0.16164 0.08078
C -0.63777 -2.20394 0.50460
H 0.34040 -1.30834 -2.23700
H -1.23895 -0.50057 -2.40601
H -2.91232 -0.73396 -0.13266
H -1.97267 0.02316 1.15440
H -2.08067 0.77557 -0.46297
H -1.56516 -2.77645 0.51893
H 0.14159 -2.85991 0.12287
H -0.38329 -1.89703 1.52191
```

**Spin multiplicity**: 1
**HOMO energy**: -6.626 eV
**Frontier orbital gap**: 7.46 eV
**LUMO level**: 0.031 Eh
**Net charge**: 0
**SMILES**: C/C(N)=N/N.C=C(C)C
**Relative energy (zero: lowest compared OMol25 entry of this formula, charge and spin)**: 75.1 kcal/mol



No. 2
Entry from the OMol25 dataset: C6H10N2 in the gas phase at a distorted geometry (wB97M-V/def2-TZVPD).

Structure (XYZ):
```
18
Properties=species:S:1:pos:R:3
C -1.60896 -0.59134 0.22366
C -0.28814 1.48791 -0.37220
C 1.37134 -2.57707 -0.68054
C 0.99682 1.50546 0.45438
C 0.16998 -1.79151 -0.96166
C -1.41607 0.82304 0.39354
N -0.76645 -1.38335 -0.33404
N -2.21497 1.42874 1.18340
H -2.49778 -1.03619 0.65061
H -2.04499 2.43122 1.25233
H -0.58111 2.51724 -0.59989
H -0.11866 0.97541 -1.32012
H 2.22133 -2.08049 -1.14398
H 1.27684 -3.56312 -1.13534
H 1.55822 -2.68552 0.39212
H 1.31955 0.49519 0.68498
H 1.78921 2.01971 -0.08483
H 0.83384 2.02466 1.39759
```

**Spin multiplicity**: 1
**HOMO energy**: -7.493 eV
**Frontier orbital gap**: 7.96 eV
**LUMO level**: 0.017 Eh
**Net charge**: 0
**Relative energy (zero: lowest compared OMol25 entry of this formula, charge and spin)**: 60.4 kcal/mol



No. 3
Entry from the OMol25 dataset: a molecular structure, C8H11N4OPdS at a distorted geometry (wB97M-V/def2-TZVPD).

Structure (XYZ):
```
26
Properties=species:S:1:pos:R:3
Pd -0.14070 -1.62541 0.93788
C -1.23352 1.62101 -1.98553
C -0.60027 0.94779 -0.83470
N -1.08396 -0.45719 -0.51834
N -2.18183 -0.74772 -1.05926
C -2.41733 -2.16751 -0.85535
N -3.57508 -2.58866 -1.25618
S -1.67305 -3.16540 0.30152
C 0.55081 1.05835 -0.04691
C 1.33460 2.30362 -0.49288
C 2.54451 2.73720 0.31432
C 2.97668 1.77533 1.22387
C 2.24839 0.57799 1.45032
N 1.02817 0.21035 0.87117
H -2.03733 1.03590 -2.20797
H -0.59106 1.99731 -2.70684
H -1.80307 2.52916 -1.86262
H -4.09911 -1.80571 -1.66216
H -3.52607 -3.60401 -1.64262
H 1.04200 2.80495 -1.40043
H 3.34059 3.33226 -0.04088
H 4.07102 1.50699 1.42254
H 2.66630 -0.26724 2.03872
O 0.97253 -2.35263 3.09782
H 1.64448 -3.01438 2.98357
H 0.54231 -2.64236 3.93094
```

**Spin multiplicity**: 5
**HOMO energy (alpha / beta)**: -19.545 / -20.695 eV
**Frontier orbital gap (alpha / beta)**: 6.63 / 5.46 eV
**LUMO level (alpha / beta)**: -0.475 / -0.560 Eh
**Net charge**: +3



No. 4
Entry from the OMol25 dataset: a molecular structure, C38H45As2F9N4O2SeY at a distorted geometry (wB97M-V/def2-TZVPD).

Structure (XYZ):
```
102
Properties=species:S:1:pos:R:3
Y 0.41689 1.63897 -0.34262
C 1.63413 -1.07074 2.95401
As 2.26127 -0.63148 1.20545
C 2.56772 -2.37386 0.47035
C 4.19254 -0.04836 1.65593
C 4.99437 -0.64643 2.61250
C 6.18175 -0.11531 3.04930
C 6.59498 1.10571 2.53388
C 5.85756 1.71538 1.53811
C 4.61931 1.18900 1.10472
As 3.46086 2.10814 -0.23236
C 4.42688 1.92966 -1.93186
C 3.84852 3.99696 0.08854
H 2.26653 -0.94920 3.88144
H 1.28109 -2.12612 2.91317
H 0.71444 -0.48762 3.14082
H 3.05464 -3.07879 1.17069
H 3.18736 -2.21429 -0.42287
H 1.63920 -2.67910 0.04574
H 4.69061 -1.67052 2.89130
H 6.78313 -0.52566 3.86204
H 7.49971 1.57081 2.94146
H 6.23882 2.69369 1.23873
H 5.23427 2.59772 -1.97870
H 3.76249 2.10809 -2.83471
H 4.81501 0.90080 -1.95640
H 4.79238 4.06815 0.49702
H 3.05785 4.47291 0.60089
H 3.91188 4.41104 -0.91706
O 0.99596 3.17922 -1.69365
C 0.38568 4.35431 -1.85352
C 1.03173 5.56932 -1.68871
C 0.34239 6.76497 -1.67930
C -1.03228 6.74989 -1.88345
C -1.65476 5.55716 -2.12108
C -0.97123 4.35841 -2.12742
C -1.66202 3.11192 -2.39452
N -1.49914 1.96174 -1.75105
C -2.46118 1.12861 -2.24436
C -3.18074 1.78260 -3.21808
N -2.65757 3.02451 -3.26460
H 2.12232 5.53833 -1.42993
H 0.85876 7.69335 -1.47718
H -1.62117 7.62200 -1.70514
H -2.70820 5.55261 -2.37891
H -2.56173 0.14675 -1.86391
H -3.93960 1.33499 -3.85248
H -2.82834 3.71460 -3.96657
F -1.60695 4.28204 0.71393
C -0.67821 4.26876 1.68469
F 0.52079 4.21399 1.04745
F -0.72566 5.37436 2.41363
C -0.81220 2.92039 2.46989
O -0.49597 1.89278 1.55540
C 0.22578 2.90363 3.69109
F -0.11651 3.78702 4.59456
F 1.49349 3.17156 3.26997
F 0.29451 1.68589 4.25244
C -2.26936 2.69015 3.03574
F -2.74564 3.75337 3.63407
F -3.08901 2.35284 2.04675
F -2.31102 1.65431 3.88967
C -1.18981 -6.18468 -4.15139
C -1.79074 -4.80306 -3.73318
C -0.62923 -3.83789 -3.48634
C 0.15565 -4.03016 -2.17118
N -0.57257 -3.63372 -0.98861
C -0.68533 -2.36083 -0.49912
Se -0.09010 -0.93613 -1.58218
N -1.36814 -2.43675 0.67741
C -1.67015 -1.21995 1.52642
C -3.16680 -1.04452 1.87345
C -4.04565 -0.57224 0.67513
C -4.46309 -1.72112 -0.21901
C -1.74826 -3.76748 0.91860
C -2.41864 -4.33667 1.96762
C -2.43326 -5.72854 1.95523
C -2.01355 -6.48538 0.85150
C -1.42054 -5.88195 -0.24691
C -1.12764 -4.54240 -0.12592
H -1.94238 -6.85035 -4.59367
H -0.56300 -6.64398 -3.33379
H -0.52926 -5.92535 -4.91504
H -2.32615 -4.87301 -2.78835
H -2.38077 -4.37702 -4.57039
H -0.95719 -2.78830 -3.50320
H 0.12931 -3.83766 -4.27318
H 1.12263 -3.53548 -2.20023
H 0.30662 -5.15670 -2.00341
H -1.15001 -0.38584 1.05445
H -1.19280 -1.50958 2.45014
H -3.28816 -0.41224 2.76151
H -3.53510 -2.00960 2.24162
H -3.55289 0.21174 0.04447
H -4.87877 -0.07713 1.12132
H -3.67747 -2.24952 -0.74648
H -5.30014 -1.37737 -0.92067
H -4.92973 -2.52442 0.35118
H -2.88210 -3.83078 2.75886
H -2.94071 -6.30329 2.69241
H -2.26425 -7.57663 0.80031
H -1.21896 -6.42999 -1.15433
```

**Spin multiplicity**: 1
**HOMO energy**: -10.302 eV
**Frontier orbital gap**: 8.09 eV
**LUMO level**: -0.081 Eh
**Net charge**: +1



| no. | total energy (eV) |
| --- | --- |
| 1 | -10932.6519 |
| 2 | -9361.8164 |
| 3 | -30759.2666 |
| 4 | -262715.4131 |